# 1
DFT (wB97M-V/def2-TZVPD) results for C4H7NO2 as an isolated structure.

Calculated values
- Energy above the lowest of the compared OMol25 structures with the same formula, charge and spin: 112.3 kcal/mol
- Gap between HOMO and LUMO: 9.0896 eV
- HOMO level: -9.0 eV
- F_max: 0.13775 Eh/bohr
- E_tot: -361.7018 hartree
- LUMO energy: 0.115 eV

Structure (XYZ):
```
14
Properties=species:S:1:pos:R:3:lowdin_charge:R:1
C -0.85 -1.30 0.93 0.090
C -0.55 0.20 -0.38 -0.091
C -1.03 1.54 -0.15 -0.267
O -2.20 1.82 0.01 0.057
C 0.86 0.05 -0.20 -0.557
O 1.24 -0.46 0.85 -0.033
N 2.03 0.22 -0.84 0.160
H -0.56 -0.89 1.91 0.060
H -1.90 -1.25 0.71 0.028
H -0.44 -2.32 0.81 0.076
H -1.01 -0.28 -1.22 0.134
H -0.29 2.36 -0.09 0.136
H 1.75 0.36 -1.78 0.079
H 2.96 -0.06 -0.58 0.127
```


# 2
DFT (wB97M-V/def2-TZVPD) results for a 2-piece molecular cluster, C6H13N3 overall.

Calculated values
- Energy above the lowest of the compared OMol25 structures with the same formula, charge and spin: 115.2 kcal/mol
- Gap between HOMO and LUMO (spin up / spin down): 7.4995 / 7.4983 eV
- HOMO level (spin up / spin down): -6.9 / -6.9 eV
- F_max: 0.09138 Eh/bohr
- E_tot: -400.5095 hartree
- LUMO energy (spin up / spin down): 0.645 / 0.645 eV

Structure (XYZ):
```
22
Properties=species:S:1:pos:R:3:lowdin_charge:R:1
C 0.33 0.38 -1.62 -0.245
C -0.56 -1.78 -0.59 -0.052
C 2.46 -0.91 -0.05 -0.086
C -1.58 1.63 -0.45 -0.040
C -1.05 0.66 1.74 -0.050
C 0.39 0.36 -0.15 -0.374
N 0.21 0.45 -2.78 0.155
N 1.58 0.13 0.45 -0.014
N -0.65 0.96 0.40 -0.191
H -1.51 -1.89 0.07 0.012
H -0.73 -1.88 -1.69 -0.011
H 0.32 -2.53 -0.46 -0.001
H 2.36 -1.94 0.32 0.082
H 2.35 -0.91 -1.15 0.089
H 3.44 -0.51 0.16 0.076
H -2.45 1.74 0.07 0.061
H -1.30 2.64 -0.69 0.099
H -1.81 1.14 -1.39 0.089
H -0.22 0.81 2.55 0.123
H -1.80 1.33 1.89 0.043
H -1.51 -0.31 1.96 0.092
H 1.74 0.42 1.42 0.143
```


# 3
DFT (wB97M-V/def2-TZVPD) results for one molecule with the formula C27H33N5O3.

Calculated values
- Energy above the lowest of the compared OMol25 structures with the same formula, charge and spin: 0.0 kcal/mol
- Gap between HOMO and LUMO: 7.9749 eV
- HOMO level: -7.4 eV
- F_max: 0.01509 Eh/bohr
- E_tot: -1548.2428 hartree
- LUMO energy: 0.603 eV
- SMILES: CCOc1ccccc1NC(=O)CCC(=O)Nc1ccc2nc(N3CCN(C)CC3)cc(C)c2c1

Structure (XYZ):
```
68
Properties=species:S:1:pos:R:3:lowdin_charge:R:1
C 2.85 -2.46 -0.84 -0.055
C 2.41 -1.03 -0.59 -0.237
O 1.69 -0.62 -1.73 -0.060
C 1.00 0.56 -1.72 -0.204
C 1.08 1.52 -0.73 -0.017
C 0.33 2.68 -0.84 -0.092
C -0.49 2.89 -1.93 -0.090
C -0.58 1.93 -2.92 -0.018
C 0.15 0.76 -2.82 -0.154
N 0.10 -0.29 -3.76 0.160
C -0.90 -0.58 -4.63 -0.489
O -1.85 0.14 -4.86 0.066
C -0.75 -1.97 -5.24 -0.081
C -1.61 -2.97 -4.44 -0.082
C -1.28 -2.84 -2.96 -0.482
O -0.40 -3.48 -2.43 0.070
N -2.04 -1.90 -2.34 0.141
C -1.81 -1.31 -1.08 -0.212
C -2.33 -0.02 -0.88 -0.014
C -2.06 0.66 0.27 -0.008
C -1.27 0.08 1.28 -0.227
N -0.97 0.82 2.36 0.164
C -0.22 0.30 3.32 -0.279
N 0.02 1.10 4.40 -0.077
C 1.20 0.96 5.23 -0.140
C 2.34 1.80 4.67 -0.183
N 1.94 3.19 4.62 -0.232
C 3.02 4.06 4.20 -0.104
C 0.76 3.34 3.78 -0.179
C -0.38 2.49 4.33 -0.143
C 0.22 -1.05 3.26 0.046
C -0.06 -1.83 2.18 -0.214
C 0.38 -3.26 2.13 -0.026
C -0.80 -1.25 1.10 -0.124
C -1.08 -1.93 -0.10 0.043
H 1.98 -3.07 -1.10 0.064
H 3.56 -2.50 -1.66 0.078
H 3.32 -2.87 0.05 0.077
H 3.28 -0.38 -0.43 0.129
H 1.76 -0.97 0.30 0.107
H 1.71 1.37 0.13 0.107
H 0.39 3.42 -0.05 0.100
H -1.07 3.79 -2.01 0.103
H -1.23 2.07 -3.77 0.106
H 0.78 -1.01 -3.55 0.141
H 0.29 -2.29 -5.23 0.120
H -1.11 -1.94 -6.27 0.123
H -1.38 -3.98 -4.77 0.122
H -2.67 -2.77 -4.62 0.121
H -2.69 -1.38 -2.92 0.137
H -2.92 0.44 -1.66 0.120
H -2.44 1.66 0.43 0.117
H 1.50 -0.08 5.31 0.105
H 0.94 1.32 6.23 0.128
H 3.22 1.72 5.33 0.121
H 2.62 1.42 3.67 0.127
H 2.67 5.09 4.23 0.083
H 3.85 3.95 4.89 0.082
H 3.37 3.84 3.18 0.087
H 0.47 4.39 3.78 0.122
H 0.96 3.03 2.74 0.117
H -1.25 2.56 3.69 0.110
H -0.62 2.82 5.35 0.125
H 0.77 -1.47 4.09 0.102
H 0.93 -3.52 3.03 0.081
H -0.49 -3.91 2.04 0.095
H 1.01 -3.44 1.26 0.070
H -0.71 -2.93 -0.26 0.104
```


# 4
DFT (wB97M-V/def2-TZVPD) results for a 3-piece molecular cluster, C3H10O3 overall.

Calculated values
- Energy above the lowest of the compared OMol25 structures with the same formula, charge and spin: 16.6 kcal/mol
- Gap between HOMO and LUMO: 10.2521 eV
- HOMO level: -9.7 eV
- F_max: 0.03191 Eh/bohr
- E_tot: -345.9879 hartree
- LUMO energy: 0.525 eV
- SMILES: CCC=O.O.O

Structure (XYZ):
```
16
Properties=species:S:1:pos:R:3:lowdin_charge:R:1
C -2.08 0.58 -0.96 -0.104
C -2.24 -0.77 -0.26 -0.213
C -3.41 -1.56 -0.83 -0.303
O -3.44 -2.73 -1.07 0.058
H -2.42 0.48 -2.00 0.070
H -1.01 0.77 -1.03 0.071
H -2.60 1.45 -0.59 0.070
H -1.32 -1.32 -0.11 0.109
H -2.59 -0.64 0.78 0.117
H -4.28 -0.90 -1.03 0.124
O 3.56 -0.89 -0.32 -0.074
H 3.72 -1.79 -0.58 0.023
H 3.98 -0.78 0.57 0.051
O 4.66 2.94 2.15 -0.058
H 5.44 2.79 2.70 0.038
H 4.02 2.36 2.56 0.021
```


# 5
DFT (wB97M-V/def2-TZVPD) results for a 3-piece molecular cluster, C2H12N2O2 overall.

Calculated values
- Net charge: +1
- Energy above the lowest of the compared OMol25 structures with the same formula, charge and spin: 16.2 kcal/mol
- Gap between HOMO and LUMO (spin up / spin down): 9.9384 / 4.9343 eV
- ⟨S²⟩: 0.757
- HOMO level (spin up / spin down): -13.5 / -13.5 eV
- F_max: 0.04754 Eh/bohr
- E_tot: -343.0379 hartree
- Multiplicity: 2
- LUMO energy (spin up / spin down): -3.541 / -8.545 eV

Structure (XYZ):
```
18
Properties=species:S:1:pos:R:3:lowdin_charge:R:1
C 0.62 -1.00 -2.09 -0.003
N 1.22 -1.04 -0.75 0.065
C 0.86 -0.08 0.30 -0.220
N -0.56 -0.25 0.62 0.161
H 1.32 -0.54 -2.78 0.104
H 0.43 -2.02 -2.37 0.106
H -0.37 -0.52 -2.04 0.106
H 1.17 -1.99 -0.39 0.162
H 1.02 0.89 -0.13 0.135
H 1.48 -0.18 1.18 0.147
H -0.61 -1.09 1.20 0.119
H -1.12 -0.50 -0.18 0.095
H -6.14 2.09 3.88 0.037
H -4.92 1.17 3.74 0.025
O -5.21 2.08 3.64 -0.062
H 3.83 0.97 -1.96 0.061
H 3.09 -0.19 -1.29 -0.004
O 3.62 0.03 -2.06 -0.034
```


# 6
DFT (wB97M-V/def2-TZVPD) results for a 2-piece molecular cluster, C2H3BrClNO overall.

Calculated values
- Energy above the lowest of the compared OMol25 structures with the same formula, charge and spin: 62.1 kcal/mol
- Gap between HOMO and LUMO (spin up / spin down): 8.1717 / 8.1723 eV
- HOMO level (spin up / spin down): -8.2 / -8.2 eV
- F_max: 0.07718 Eh/bohr
- E_tot: -3242.1132 hartree
- LUMO energy (spin up / spin down): -0.048 / -0.048 eV

Structure (XYZ):
```
9
Properties=species:S:1:pos:R:3:lowdin_charge:R:1
C -1.17 -0.07 0.03 -0.421
C 1.03 0.86 0.35 -1.061
N -0.85 -1.31 -0.17 0.092
O -2.00 0.74 0.10 0.153
Cl 0.88 2.63 0.25 0.468
Br 2.06 -0.03 -1.01 0.597
H 1.41 0.62 1.28 -0.058
H 0.21 -1.28 -0.39 0.018
H -1.57 -2.15 -0.44 0.212
```


Question: The highest energy above the lowest of the compared OMol25 structures with the same formula, charge and spin belongs to which entry?
Answer: C6H13N3